1.
C15H13BaCl5FNSi | ωB97M-V with the def2-TZVPD basis set

```
37
Properties=species:S:1:pos:R:3:mulliken_charge:R:1
Ba 0.241 1.283 -1.860 1.670
Cl -2.798 2.149 -1.801 -0.313
C -2.217 3.338 -0.594 1.525
C -0.860 3.468 -0.449 -1.577
C -0.470 4.385 0.506 0.509
Cl 1.260 4.594 0.779 -0.244
C -1.360 5.132 1.268 -0.341
Cl -0.808 6.270 2.440 -0.178
C -2.734 4.951 1.073 0.598
Cl -3.868 5.859 1.997 -0.184
C -3.183 4.033 0.127 -0.527
Cl -4.869 3.785 -0.124 -0.181
C -1.168 0.345 1.147 -1.041
Si -0.145 -1.202 0.853 0.105
C -1.335 -2.648 0.897 -1.013
C 1.059 -1.340 2.282 -1.022
N 0.626 -0.971 -0.674 -0.311
C 1.467 -1.908 -1.225 -0.129
C 1.808 -3.166 -0.684 0.211
C 2.674 -4.044 -1.317 -1.080
C 3.263 -3.734 -2.535 -0.377
C 2.964 -2.507 -3.115 -0.888
C 2.102 -1.677 -2.453 1.013
F 1.823 -0.442 -3.066 -0.352
H -1.661 0.274 2.120 0.339
H -1.965 0.475 0.408 0.202
H -0.574 1.265 1.178 0.250
H -1.858 -2.678 1.856 0.337
H -0.847 -3.613 0.756 0.332
H -2.087 -2.542 0.110 0.289
H 0.520 -1.412 3.230 0.344
H 1.694 -0.452 2.327 0.296
H 1.714 -2.209 2.205 0.335
H 1.376 -3.453 0.265 0.228
H 2.892 -4.994 -0.844 0.384
H 3.938 -4.421 -3.024 0.370
H 3.386 -2.197 -4.062 0.421
```

The value obtained for the energy above the lowest of the compared OMol25 structures with the same formula, charge and spin is 0.000 eV. As for the HOMO energy: -7.56 eV. The value obtained for the total energy is -91159.07102 eV. Its molar mass is 569.0 g/mol.

---

2.
C2H5F2N3 | ωB97M-V with the def2-TZVPD basis set

```
12
Properties=species:S:1:pos:R:3:mulliken_charge:R:1
C 0.311 -0.545 -0.051 0.407
C -1.099 -0.237 0.621 0.188
H 2.600 0.375 -0.961 0.277
H 1.367 -0.259 -2.044 0.305
H 0.128 1.469 -0.792 0.300
H 1.870 -1.642 -0.289 0.218
H -1.585 -1.194 0.569 0.312
N 1.737 0.634 -1.568 -0.738
N 0.719 0.582 -0.576 -0.031
N 0.987 -1.632 0.118 -0.713
F -0.826 0.322 1.811 -0.224
F -1.814 0.662 -0.224 -0.300
```

The value obtained for the energy above the lowest of the compared OMol25 structures with the same formula, charge and spin is 2.456 eV. As for the HOMO energy: -9.61 eV. The value obtained for the total energy is -12058.08013 eV. As for the SMILES: [H]/N=C(\NN)C(F)F. Its molar mass is 109.1 g/mol.

---

3.
C3H9O2S | ωB97M-V with the def2-TZVPD basis set

```
15
Properties=species:S:1:pos:R:3:mulliken_charge:R:1
C 1.350 -0.303 0.599 -0.629
O 1.759 0.099 -0.601 -0.849
C 0.053 0.344 1.133 -0.618
C -1.134 -0.090 0.295 -0.268
S -2.660 0.839 0.692 -0.297
H 1.310 -1.406 0.822 0.252
H 2.075 -0.026 1.435 0.216
H 0.158 1.432 1.095 0.371
H -0.150 0.089 2.182 0.291
H -0.852 0.043 -0.742 0.151
H -1.457 -1.087 0.562 0.302
H -2.161 2.026 1.065 0.083
H 0.119 -1.250 -2.928 0.291
H 0.943 -0.198 -2.362 0.397
O 0.647 -0.511 -3.249 -0.693
```

The value obtained for the energy above the lowest of the compared OMol25 structures with the same formula, charge and spin is 0.604 eV. As for the HOMO energy: -3.10 eV. The value obtained for the total energy is -18187.31828 eV. Its net charge is -1. Its molar mass is 109.2 g/mol.

---

4.
C18H18F3N2O6S2 | ωB97M-V with the def2-TZVPD basis set

```
49
Properties=species:S:1:pos:R:3:mulliken_charge:R:1
C 0.084 -0.121 -3.473 -1.021
N -0.706 -1.150 -2.996 -0.139
S -0.518 -1.136 -0.248 0.379
C -2.264 -0.638 -0.756 0.770
F -3.011 -1.681 -1.086 -0.203
F -2.655 -0.124 0.467 -0.273
F -2.530 0.295 -1.654 -0.202
S -0.592 -2.556 -3.770 1.048
C 0.334 -3.513 -2.571 -0.033
C 1.647 -3.027 -2.397 -0.792
C 2.115 -2.952 -1.090 -0.463
C 1.324 -3.409 0.006 -0.547
C 0.143 -4.185 -0.247 -0.185
C -0.288 -4.267 -1.552 -0.503
O -1.851 -3.258 -3.746 -0.762
O 0.113 -2.368 -5.000 -0.703
H -0.209 0.702 -2.801 0.332
H 1.166 -0.229 -3.478 0.249
H -0.244 0.144 -4.523 0.283
H 2.166 -2.753 -3.312 0.544
H 3.078 -2.514 -0.845 0.354
H 1.750 -3.136 1.013 0.749
H -0.514 -4.566 0.566 0.255
H -1.205 -4.804 -1.836 0.403
C -2.657 -4.702 4.037 -1.202
C -1.272 -4.136 3.915 -0.198
O -1.315 -3.197 2.797 -0.254
C -0.134 -2.579 2.602 0.194
C -0.282 -1.511 1.477 -0.319
C 0.624 -0.438 2.008 0.567
C 2.028 -0.519 2.262 -0.045
C 2.714 0.564 2.862 -0.661
C 1.951 1.703 3.286 -0.091
N 2.534 2.568 4.252 0.953
O 1.837 3.488 4.737 -0.606
O 3.724 2.350 4.574 -0.608
C 0.618 1.844 2.836 -0.738
C -0.008 0.788 2.261 -0.433
O 0.867 -2.745 3.304 -0.628
H -2.606 -5.570 4.711 0.385
H -3.359 -4.004 4.531 0.296
H -3.058 -5.029 3.070 0.308
H -1.010 -3.611 4.846 0.305
H -0.550 -4.939 3.735 0.307
H -1.333 -1.360 1.383 0.270
H 2.498 -1.392 1.893 0.436
H 3.778 0.561 3.009 0.488
H 0.069 2.787 3.045 0.389
H -1.059 0.811 1.894 0.346
```

The value obtained for the energy above the lowest of the compared OMol25 structures with the same formula, charge and spin is 1.797 eV. As for the HOMO energy: -4.36 eV. The value obtained for the total energy is -64040.02868 eV. Its net charge is -1. Its molar mass is 479.5 g/mol.